Molecular formula: C19H26O6
Method: DFT, ωB97M-V/def2-TZVPD

Geometry as XYZ:
```
51
Properties=species:S:1:pos:R:3:forces:R:3
O -3.318 -0.476 2.053 -0.1 0.0 0.1
O -3.823 0.164 -0.040 0.0 0.1 -0.3
O -1.320 -1.767 -0.678 -0.1 -0.2 0.1
O 0.687 2.316 0.887 0.0 -0.3 0.2
O -0.521 0.156 -1.523 0.0 0.4 -0.2
O 4.571 -2.562 -0.281 0.0 0.0 0.0
C 2.818 -3.802 0.745 0.3 -0.1 -0.1
C 3.347 -0.087 0.030 -0.1 -0.3 0.1
C -1.150 -0.580 -0.608 -0.3 0.2 0.1
C -0.596 0.028 -3.937 0.1 0.0 0.5
C 2.091 4.348 0.781 -0.3 -0.3 0.0
C 1.487 -1.192 1.048 0.3 0.1 -0.1
C -1.569 0.294 0.567 -0.1 -0.2 0.1
C 3.486 -2.538 0.260 0.0 -0.3 0.0
C 0.984 3.387 -1.309 -0.1 -0.1 0.3
C -2.990 -0.063 0.976 0.4 0.1 0.0
C -5.410 -1.683 -0.088 0.2 0.3 0.0
C 2.707 1.129 0.158 -0.1 0.3 0.0
C 0.829 0.013 1.178 0.0 0.4 0.2
C 0.918 3.549 0.210 0.1 0.6 -0.3
C 0.038 -0.506 -2.662 0.1 -0.4 -0.4
C 1.434 1.199 0.715 0.0 -0.5 0.1
C -0.573 0.060 1.719 0.0 0.1 -0.2
C -5.195 -0.196 0.150 -0.4 -0.2 0.2
C 2.752 -1.269 0.464 0.0 0.6 -0.1
H -0.002 4.098 0.453 0.2 -0.1 -0.1
H -1.665 -0.168 -3.935 -0.1 0.0 0.0
H 2.019 5.377 0.440 0.0 0.1 0.0
H 3.213 2.015 -0.186 0.0 0.1 0.0
H 1.113 -0.304 -2.642 -0.1 0.0 0.1
H -0.680 0.868 2.443 -0.1 -0.1 0.0
H 2.648 -3.747 1.818 -0.1 0.0 0.1
H -5.493 0.074 1.167 0.0 0.0 -0.2
H 0.987 -2.083 1.392 -0.1 -0.1 0.0
H -0.132 -1.582 -2.559 0.1 0.2 0.0
H -5.747 0.406 -0.575 0.1 0.0 0.1
H -5.064 -1.959 -1.081 0.0 -0.1 -0.1
H 2.047 4.336 1.867 0.0 0.1 0.1
H -4.854 -2.260 0.647 0.0 -0.1 0.0
H 1.949 3.014 -1.638 0.1 0.0 -0.1
H 1.859 -3.932 0.247 -0.1 0.0 0.0
H -0.436 1.100 -4.018 0.0 0.1 -0.1
H -0.148 -0.462 -4.797 0.0 0.0 -0.1
H 0.216 2.688 -1.635 -0.1 0.0 -0.1
H 3.457 -4.653 0.524 0.0 0.0 0.0
H -1.537 1.336 0.241 -0.1 -0.1 0.0
H -0.823 -0.883 2.205 0.0 0.1 0.0
H 4.329 -0.141 -0.415 0.1 0.0 0.0
H 3.053 3.952 0.470 0.1 0.0 0.0
H 0.809 4.350 -1.780 0.0 0.1 0.0
H -6.466 -1.919 0.001 -0.1 0.0 0.0
```
Forces are in eV/Å.

E = -32410.848 eV
SMILES = CCOC(=O)C(Cc1cc(C(C)=O)ccc1OC(C)C)C(=O)OCC
2S+1 = 1
highest occupied orbital energy = -8.653 eV
Kohn-Sham gap = 9.22 eV
total charge = 0

Molecular formula: C19H27BF2NO2PTc
Method: DFT, ωB97M-V/def2-TZVPD

Geometry as XYZ:
```
54
Properties=species:S:1:pos:R:3:forces:R:3
Tc 0.555 -0.109 -0.691 1.0 0.1 2.1
P -0.065 1.016 -2.714 -0.2 0.0 -0.1
F -0.435 2.638 1.330 0.1 0.1 -0.1
F -2.323 1.937 2.380 0.0 0.1 0.0
O -1.255 0.565 0.736 -0.4 0.2 -0.1
O -3.252 -0.275 1.504 0.2 0.2 0.0
N -0.943 -1.636 -0.801 -0.1 0.1 -0.8
C -1.706 -3.714 -1.704 0.1 0.0 0.1
C -2.795 -3.710 -0.849 0.0 0.1 0.1
C 0.584 0.099 -4.151 0.0 -0.1 -0.1
C 2.293 1.143 0.442 -0.1 0.2 -0.2
C -0.805 -2.661 -1.656 -0.1 0.0 0.3
C -2.478 1.651 -4.125 0.0 0.0 0.0
C 0.228 3.653 -1.740 0.0 0.1 0.1
C 0.508 0.734 -5.542 0.0 0.1 0.0
C -2.025 -1.622 0.001 0.2 0.4 -0.1
C -2.965 -2.633 0.015 0.0 -0.2 -0.1
C 0.575 2.711 -2.883 0.1 0.0 -0.2
C 1.566 -1.132 1.063 0.1 -0.6 0.2
C -2.287 -0.411 0.842 0.0 -0.5 -0.1
C 1.642 0.232 1.320 0.2 0.1 0.1
C 2.541 2.575 0.809 0.2 -0.1 0.0
C 2.737 -0.760 -1.049 -0.3 0.0 -0.1
C 2.127 -1.631 -0.141 -0.4 -0.3 -0.1
C 2.814 0.614 -0.743 -0.3 0.4 -0.7
C -1.881 1.181 -2.800 -0.1 0.0 0.0
B -1.379 1.754 1.518 -0.1 -0.4 -0.2
H 1.073 -1.797 1.758 0.1 0.0 0.0
H 0.098 -0.881 -4.139 0.0 0.0 0.0
H -3.814 -2.556 0.679 0.0 0.0 0.0
H 3.127 -1.127 -1.987 0.0 0.0 0.0
H 0.185 3.108 -3.824 0.0 0.0 0.0
H 3.394 2.597 1.491 0.0 0.0 0.0
H -3.513 -4.519 -0.862 0.0 0.0 0.0
H 0.063 -2.634 -2.299 0.0 0.0 -0.1
H 0.799 1.783 -5.530 0.0 0.0 0.0
H 1.195 0.222 -6.214 0.0 0.0 0.0
H 1.630 -0.089 -3.888 0.0 0.0 0.0
H -2.133 1.891 -2.004 0.0 0.0 0.0
H -2.317 0.225 -2.497 0.0 0.0 -0.1
H -0.485 0.664 -5.974 0.0 0.0 0.0
H 1.703 3.045 1.313 0.0 0.0 0.0
H 1.657 2.622 -3.019 0.0 0.0 0.0
H -2.406 0.885 -4.894 0.0 0.0 0.0
H 2.808 3.160 -0.068 0.0 0.0 0.0
H -1.537 -4.520 -2.404 0.0 0.0 0.0
H -0.837 3.887 -1.723 0.0 0.0 0.0
H 0.760 4.596 -1.854 0.0 0.0 0.0
H 3.264 1.273 -1.476 0.1 0.1 0.1
H 1.214 0.624 2.234 -0.1 0.0 0.0
H -1.994 2.553 -4.499 0.0 0.0 0.0
H 0.498 3.239 -0.772 0.0 0.0 0.0
H -3.535 1.880 -3.992 0.0 0.0 0.0
H 2.053 -2.680 -0.394 0.0 0.0 0.1
```
Forces are in eV/Å.

E = -43315.452 eV
expectation value of S² = 0.7584
2S+1 = 2
highest occupied orbital energy (spin up / spin down) = -15.375 / -14.962 eV
Kohn-Sham gap (spin up / spin down) = 8.23 / 6.82 eV
total charge = +2

Molecular formula: C19H27BO3
Method: DFT, ωB97M-V/def2-TZVPD

Geometry as XYZ:
```
50
Properties=species:S:1:pos:R:3:forces:R:3
O -0.057 -2.136 0.412 -2.7 -0.9 2.3
O -4.378 -3.166 0.945 -3.1 -1.4 -1.2
O -5.900 -4.915 -0.016 2.2 6.7 4.8
C 2.262 0.222 0.160 0.0 0.1 -0.1
C 3.573 6.209 -2.426 -0.1 -0.1 0.0
C 4.473 1.772 0.859 -0.1 -0.1 0.0
C 2.967 5.390 -1.473 -0.1 0.0 -0.2
C 3.978 1.812 -0.445 -0.1 -0.1 0.1
C 2.870 1.039 -0.793 0.1 0.0 0.2
C -5.660 -3.885 0.814 -1.4 -4.2 -2.6
C 2.763 0.176 1.461 0.1 0.2 -0.1
C 1.362 4.659 -3.124 0.1 0.1 0.0
C 3.867 0.953 1.811 -0.1 0.0 -0.1
C -6.901 -3.407 1.829 1.7 1.1 0.9
C -2.564 -1.904 -0.478 0.6 0.2 -0.7
C 3.078 6.249 -3.729 -0.1 -0.1 0.1
C 0.572 -3.024 1.401 1.7 -0.9 0.6
C 1.970 5.476 -4.077 0.1 0.0 0.2
C -3.623 -3.144 -0.317 -0.4 -0.4 -2.6
C -1.955 -1.301 2.251 0.1 0.7 0.8
C 1.863 4.613 -1.823 0.1 0.1 -0.1
C 0.050 -4.578 1.368 1.0 0.1 0.6
B -1.453 -1.801 0.765 0.5 -0.2 -0.6
H 3.554 6.882 -4.472 -0.1 -0.1 0.1
H 2.481 1.073 -1.807 0.1 0.0 0.1
H 0.517 -2.653 2.510 -0.2 -0.3 -2.2
H -1.153 -1.383 3.100 -1.5 0.2 -1.6
H 4.255 0.920 2.826 0.0 0.0 -0.1
H 5.331 2.380 1.132 -0.1 -0.1 0.0
H 4.431 6.817 -2.152 -0.1 -0.1 0.0
H 1.734 -3.051 1.126 -2.6 0.1 0.6
H 3.355 5.357 -0.459 -0.1 0.0 -0.1
H 1.581 5.510 -5.092 0.1 0.0 0.1
H 0.524 -5.085 0.426 -1.4 0.8 1.7
H 1.392 3.972 -1.082 0.1 0.1 -0.1
H 1.398 -0.379 -0.111 0.2 0.1 0.1
H 0.498 4.058 -3.396 0.1 0.1 0.0
H -7.831 -2.995 1.246 2.0 -1.2 0.9
H -1.107 -4.715 1.472 2.2 0.4 -0.5
H 0.528 -5.119 2.318 -1.0 1.2 -2.0
H -3.138 -4.211 -0.523 -0.8 2.4 0.7
H 2.292 -0.465 2.202 0.0 0.1 -0.1
H -4.431 -3.009 -1.185 1.8 -0.4 1.8
H -1.956 -2.116 -1.483 -1.4 0.3 2.1
H 4.454 2.445 -1.188 -0.1 -0.1 0.1
H -2.199 -0.137 2.148 0.4 -2.4 0.1
H -3.082 -0.845 -0.665 0.7 -2.4 0.6
H -6.473 -2.502 2.478 -1.0 -1.9 -1.5
H -7.174 -4.247 2.614 0.5 1.5 -2.1
H -2.934 -1.809 2.642 1.8 0.9 -1.0
```
Forces are in eV/Å.

E = -26956.668 eV
SMILES = CCOB(C)CCOC(C)=O.c1ccccc1.c1ccccc1
2S+1 = 1
highest occupied orbital energy = -9.176 eV
Kohn-Sham gap = 9.66 eV
total charge = 0

Molecular formula: C19H27Cl2FINO
Method: DFT, ωB97M-V/def2-TZVPD

Geometry as XYZ:
```
52
Properties=species:S:1:pos:R:3:forces:R:3
I -0.413 1.666 -3.293 0.1 0.4 0.4
Cl 1.274 -1.195 -4.380 0.1 -0.3 -0.1
Cl 4.457 -0.039 -4.617 0.0 0.0 0.0
F -4.107 1.387 4.094 -0.1 0.2 0.1
O -1.789 -1.412 -2.050 -0.7 0.3 1.9
N -3.085 -0.316 -0.385 -0.5 -0.1 -0.3
C 3.901 1.213 2.817 -0.6 -0.2 -0.2
C 0.133 -2.273 0.239 0.4 0.5 0.2
C 2.944 0.281 2.120 1.5 1.0 1.7
C -2.691 0.285 0.880 0.4 -0.7 2.0
C 2.260 -0.652 2.825 0.6 0.3 1.7
C -1.292 -1.706 0.354 0.1 -0.4 -0.2
C -1.605 -0.721 1.467 0.3 1.0 -0.4
C -2.190 1.752 0.742 0.6 -0.4 -0.6
C -0.494 1.753 -1.156 -1.1 0.1 0.3
C 2.744 0.350 0.802 0.9 1.7 -2.3
C -2.021 -1.166 -0.880 0.6 -0.1 -0.8
C -3.220 0.631 3.363 0.4 -0.9 -0.2
C 1.168 -1.370 0.881 -1.5 -1.4 -1.8
C 3.541 -0.911 -5.873 0.0 0.0 -0.1
C 1.865 -0.455 0.167 -0.5 -0.2 -1.3
C -1.884 2.215 -0.692 0.3 0.3 0.3
C 1.382 -1.459 2.200 -0.7 -1.5 2.1
C 2.073 -0.572 -5.841 -0.1 0.0 0.0
C -3.773 0.313 1.986 -0.8 0.1 -1.2
H 3.276 1.090 0.214 0.1 0.1 0.0
H 1.912 0.504 -5.877 0.0 0.0 0.1
H 0.244 2.432 -0.749 0.4 0.0 -0.3
H 3.706 -1.976 -5.730 0.0 0.0 0.1
H -1.921 -2.571 0.592 -0.1 -0.1 -0.2
H -2.648 1.894 -1.391 -0.1 -0.1 0.1
H -1.920 -1.323 2.316 -0.4 0.4 0.2
H 0.202 -3.217 0.775 -0.2 -0.2 -0.1
H 1.678 -0.390 -0.887 0.2 0.2 -0.5
H -1.282 1.850 1.344 0.1 0.1 0.0
H -3.043 -0.305 3.890 -0.1 0.0 0.3
H -0.321 0.757 -0.765 0.3 -0.2 -0.3
H 3.844 1.009 3.881 0.2 0.2 0.2
H -2.904 2.437 1.190 -0.3 0.0 0.0
H -4.301 -0.645 1.971 0.0 -0.1 0.3
H 2.451 -0.699 3.888 -0.2 -0.3 0.2
H -3.922 -0.869 -0.214 -0.1 0.1 -0.6
H -4.535 1.062 1.758 0.0 0.1 -0.1
H 4.918 1.081 2.462 0.1 0.1 0.0
H 0.854 -2.183 2.806 -0.2 -0.2 -0.1
H 3.560 2.227 2.623 0.3 0.3 0.1
H -1.903 3.303 -0.674 0.0 0.1 -0.2
H 1.572 -1.024 -6.696 0.0 0.0 0.0
H 3.964 -0.622 -6.834 0.0 0.0 0.0
H 0.396 -2.476 -0.797 -0.2 0.1 -0.2
H -0.802 -0.070 1.810 0.5 -0.5 -0.1
H -2.252 1.124 3.323 -0.1 0.4 0.0
```
Forces are in eV/Å.

E = -59541.313 eV
SMILES = Cc1ccc(C[C@H]2C[C@@](CCF)(CCCI)NC2=O)cc1.ClCCCl
2S+1 = 1
highest occupied orbital energy = -8.800 eV
Kohn-Sham gap = 9.29 eV
total charge = 0

Molecular formula: C19H27ClN2O3
Method: DFT, ωB97M-V/def2-TZVPD

Geometry as XYZ:
```
52
Properties=species:S:1:pos:R:3:forces:R:3
Cl 1.607 -2.377 -0.526 -0.1 -0.5 -0.2
O -4.125 -3.059 -0.010 -0.5 0.0 0.0
O 5.764 0.555 -1.265 -0.3 -0.4 -0.1
O 5.302 1.972 0.494 -0.4 0.0 0.3
N -2.628 0.788 0.191 0.0 0.1 0.0
N -0.080 -0.229 0.904 0.0 0.2 0.2
C 1.106 -0.431 1.718 -0.1 0.0 -0.1
C 3.210 0.848 1.192 0.3 0.1 -0.1
C -1.423 1.278 -0.454 0.2 0.1 0.2
C -2.732 -3.002 -0.223 0.4 0.1 -0.3
C 3.781 -0.891 -0.966 0.2 0.2 0.0
C 4.324 1.018 0.409 0.0 -0.5 -0.4
C -4.080 2.628 -0.590 0.0 0.0 -0.2
C -2.241 -1.599 -0.576 -0.3 -0.1 0.4
C -1.289 -0.676 1.563 -0.2 -0.1 -0.1
C -5.114 0.559 0.093 0.0 0.0 -0.3
C -6.205 1.433 -0.512 0.0 0.0 0.1
C 2.651 -1.058 -0.163 0.1 0.4 0.2
C 6.209 1.689 -0.551 1.0 0.7 -0.2
C -0.239 1.152 0.498 -0.1 0.1 -0.3
C -3.836 1.103 -0.553 0.0 0.1 0.2
C -2.465 -0.606 0.584 0.1 -0.3 0.1
C -5.599 2.836 -0.465 -0.1 0.0 -0.1
C 4.605 0.161 -0.657 -0.3 0.3 0.5
C 2.352 -0.217 0.902 0.0 -0.2 -0.1
H -5.990 3.473 -1.258 0.0 0.1 0.1
H -1.179 -1.644 -0.814 0.0 0.0 -0.1
H -1.522 -0.054 2.445 0.0 -0.1 0.0
H -1.559 2.331 -0.706 0.0 0.0 0.0
H 1.087 -1.464 2.078 0.0 0.1 0.1
H 1.123 0.239 2.596 0.0 -0.1 0.0
H -5.276 -0.500 -0.097 0.0 -0.1 0.1
H 6.269 2.553 -1.231 -0.1 -0.2 0.1
H 3.002 1.518 2.010 -0.1 0.1 0.1
H 3.992 -1.558 -1.784 0.0 -0.1 -0.1
H 0.672 1.481 -0.008 0.0 0.0 0.0
H -3.561 3.086 0.251 0.1 0.0 0.0
H -3.695 3.067 -1.510 0.1 0.1 0.0
H -5.837 3.308 0.488 0.0 0.0 0.0
H -4.567 -2.773 -0.818 0.0 -0.1 0.1
H -2.780 -1.257 -1.463 0.0 0.0 -0.1
H -1.151 -1.708 1.891 0.0 0.0 0.0
H -3.779 0.731 -1.595 0.0 0.0 0.1
H -7.146 1.365 0.032 -0.1 0.0 -0.1
H -1.200 0.731 -1.385 0.0 0.1 0.0
H -5.062 0.721 1.170 0.0 0.0 0.1
H -6.386 1.134 -1.547 0.0 0.0 0.0
H 7.207 1.490 -0.128 -0.3 0.0 -0.1
H -0.413 1.804 1.373 0.0 0.0 0.0
H -2.284 -3.342 0.713 0.1 0.0 0.0
H -3.368 -0.906 1.122 0.1 0.0 0.0
H -2.441 -3.705 -1.017 0.0 0.0 0.2
```
Forces are in eV/Å.

E = -41785.661 eV
SMILES = OCC[C@H]1CN(Cc2cc3c(cc2Cl)OCO3)CCN1C1CCCC1
2S+1 = 1
highest occupied orbital energy = -8.160 eV
Kohn-Sham gap = 8.92 eV
total charge = 0

Molecular formula: C19H27ClN2W
Method: DFT, ωB97M-V/def2-TZVPD

Geometry as XYZ:
```
50
Properties=species:S:1:pos:R:3:forces:R:3
W 0.955 -0.012 0.001 0.5 2.4 6.3
Cl -2.620 1.025 -1.357 -0.4 0.1 -0.2
N 1.995 -1.301 2.472 0.9 -0.3 0.7
N 2.141 -1.411 1.114 -0.4 -1.2 0.1
C -0.467 1.315 1.303 0.2 0.9 0.5
C 2.994 -1.972 4.624 0.1 0.0 0.7
C 0.494 0.675 -2.098 -0.1 -0.5 -0.9
C 0.075 -0.678 -1.911 0.4 -0.3 -1.1
C 1.221 -1.449 -1.539 0.5 0.0 -1.5
C -4.342 1.384 -1.987 -1.5 0.3 -0.4
C -4.730 0.320 -3.021 0.5 -0.1 0.2
C 1.688 1.644 2.133 -0.1 0.3 -1.0
C -4.343 2.783 -2.617 0.5 -0.1 0.2
C 0.271 2.130 0.356 -0.4 -0.2 0.6
C 2.366 -0.539 -1.473 0.2 -0.4 -2.1
C 1.619 2.283 0.864 -0.5 -0.3 0.5
C 3.678 -2.683 2.195 -0.4 0.3 -0.2
C 2.928 -1.989 3.140 -0.4 0.0 -0.1
C 0.416 1.052 2.409 -0.9 0.3 -1.6
C 3.134 -2.384 0.942 -0.5 0.5 1.5
C -5.284 1.340 -0.777 0.4 -0.1 0.1
C 3.430 -3.201 -0.260 0.3 -0.2 -1.0
C 1.887 0.770 -1.807 0.4 -0.8 -1.2
H -5.335 3.042 -2.998 0.0 -0.3 0.1
H -1.525 1.061 1.239 0.3 0.2 0.1
H 2.521 -2.885 5.048 0.3 0.6 -0.3
H -0.179 2.710 -0.447 0.1 -0.3 0.2
H -4.738 -0.680 -2.575 0.1 0.1 -0.1
H 3.577 -2.603 -1.175 0.1 -0.6 0.4
H 4.063 -1.963 4.921 -0.7 0.0 0.0
H 2.534 1.695 2.825 -0.2 -0.3 -0.5
H -5.740 0.502 -3.401 0.1 0.2 0.2
H 0.075 0.631 3.354 0.2 -0.2 -0.3
H -4.059 0.346 -3.887 0.0 -0.1 0.2
H 2.616 -3.939 -0.462 0.5 0.6 0.3
H 2.494 -1.076 5.068 0.4 -0.7 -0.4
H 1.188 -2.521 -1.385 0.2 0.3 0.1
H -0.914 -1.094 -2.087 0.2 0.3 0.2
H -0.144 1.470 -2.462 0.0 0.0 0.3
H -5.005 2.109 -0.050 0.0 -0.2 0.0
H 4.354 -3.785 -0.077 -0.6 0.4 -0.1
H -4.082 3.538 -1.869 0.1 -0.1 -0.2
H 2.403 2.892 0.405 -0.3 -0.4 0.2
H 2.511 1.651 -1.911 -0.2 -0.1 0.2
H 1.226 -0.788 2.903 0.7 -0.4 -0.5
H -3.652 2.831 -3.465 0.0 0.0 0.2
H -6.317 1.540 -1.074 0.2 0.0 -0.2
H 4.482 -3.364 2.435 -0.1 0.0 -0.2
H -5.270 0.350 -0.309 0.1 0.2 0.0
H 3.407 -0.772 -1.268 -0.4 0.2 0.0
```
Forces are in eV/Å.

E = -37452.223 eV
expectation value of S² = 2.0154
2S+1 = 3
highest occupied orbital energy (spin up / spin down) = -14.925 / -15.928 eV
Kohn-Sham gap (spin up / spin down) = 7.52 / 7.55 eV
total charge = +2